This record from the Open Molecules 2025 dataset describes 16 unconnected molecules or ions with the total composition C84H204N24O16P4 at a distorted geometry. The level of theory is ωB97M-V/def2-TZVPD.

The calculation puts the molar mass at 1930.6 g mol⁻¹. As for the calculated total energy: -196089.26962 eV. As for the LUMO energy: 0.08 eV. Its strongest force on any atom is 6.369 eV/A. The HOMO-LUMO gap comes out at 7.555 eV.

Each atom is followed by the atoms it is bonded to, with distances in Å.
Cartesian coordinates (Å):
1 C -21.5381 10.9883 19.0485  O2 1.237, N3 1.321, H6 1.101
2 O -22.0813 11.1263 20.1517  C1 1.237
3 N -21.9921 10.1348 18.1485  C1 1.321, C4 1.438, C5 1.435
4 C -21.3571 10.0107 16.8646  N3 1.438, H7 1.090, H8 1.090, H9 1.090
5 C -23.0260 9.1721 18.4000  N3 1.435, H10 1.090, H11 1.090, H12 1.090
6 H -20.6440 11.5718 18.7794  C1 1.101
7 H -21.3869 8.9494 16.6178  C4 1.090
8 H -20.3226 10.3440 16.7814  C4 1.090
9 H -21.9418 10.4373 16.0496  C4 1.090
10 H -23.5917 8.8647 17.5205  C5 1.090
11 H -22.5626 8.2771 18.8152  C5 1.090
12 H -23.5957 9.6269 19.2104  C5 1.090
13 C -27.6902 9.1963 5.1574  O14 1.218, N15 1.326, H18 1.101
14 O -27.3646 8.2054 5.7855  C13 1.218
15 N -26.8414 10.1893 4.9304  C13 1.326, C16 1.442, C17 1.465
16 C -27.2935 11.4003 4.2923  N15 1.442, H19 1.090, H20 1.090, H21 1.090
17 C -25.4288 10.2784 5.3074  N15 1.465, H22 1.090, H23 1.090, H24 1.090
18 H -28.6775 9.4010 4.7152  C13 1.101
19 H -28.3365 11.3155 3.9874  C16 1.090
20 H -26.7658 11.5799 3.3557  C16 1.090
21 H -26.9769 12.3068 4.8081  C16 1.090
22 H -24.8465 10.5266 4.4200  C17 1.090
23 H -25.1672 11.0306 6.0517  C17 1.090
24 H -25.1670 9.3698 5.8497  C17 1.090
25 C -27.8788 5.1954 9.9585  O26 1.247, N27 1.333, H30 1.101
26 O -27.7758 5.4675 8.7458  C25 1.247
27 N -27.0654 5.5713 10.9449  C25 1.333, C28 1.424, C29 1.457
28 C -27.2914 5.1887 12.2974  N27 1.424, H31 1.090, H32 1.090, H33 1.090
29 C -25.8768 6.4002 10.7950  N27 1.457, H34 1.090, H35 1.090, H36 1.090
30 H -28.7336 4.6132 10.3361  C25 1.101
31 H -27.5771 6.0920 12.8366  C28 1.090
32 H -26.4283 4.7595 12.8062  C28 1.090
33 H -28.0804 4.4379 12.3398  C28 1.090
34 H -25.6936 6.6843 9.7587  C29 1.090
35 H -25.9701 7.3415 11.3366  C29 1.090
36 H -25.0201 5.8871 11.2318  C29 1.090
37 C -20.6525 6.6476 14.7775  O38 1.257, N39 1.342, H42 1.101
38 O -20.8913 7.8476 14.4889  C37 1.257
39 N -20.2669 5.8168 13.7964  C37 1.342, C40 1.451, C41 1.502
40 C -19.6682 4.5550 14.1911  N39 1.451, H43 1.090, H44 1.090, H45 1.090
41 C -20.4491 6.1732 12.3486  N39 1.502, H46 1.090, H47 1.090, H48 1.090
42 H -20.8267 6.1524 15.7453  C37 1.101
43 H -18.6838 4.4582 13.7332  C40 1.090
44 H -20.3204 3.7757 13.7968  C40 1.090
45 H -19.4714 4.3815 15.2491  C40 1.090
46 H -19.5655 6.3656 11.7401  C41 1.090
47 H -20.8532 5.2565 11.9191  C41 1.090
48 H -21.0968 7.0493 12.3190  C41 1.090
49 C -27.5400 14.1264 14.5855  O50 1.218, N51 1.313, H54 1.101
50 O -27.5286 14.0626 15.8016  C49 1.218
51 N -28.5431 13.6660 13.8734  C49 1.313, C52 1.489, C53 1.500
52 C -28.5124 13.8050 12.3907  N51 1.489, H55 1.090, H56 1.090, H57 1.090
53 C -29.7740 13.0954 14.5132  N51 1.500, H58 1.090, H59 1.090, H60 1.090
54 H -26.8008 14.6195 13.9354  C49 1.101
55 H -27.6077 14.2996 12.0371  C52 1.090
56 H -29.3211 14.4393 12.0278  C52 1.090
57 H -28.5733 12.8635 11.8449  C52 1.090
58 H -30.5223 13.8801 14.6249  C53 1.090
59 H -30.2397 12.2359 14.0311  C53 1.090
60 H -29.4364 12.8261 15.5140  C53 1.090
61 C -28.0068 8.8670 9.2856  O62 1.264, N63 1.274, H66 1.101
62 O -27.8189 8.0172 8.3691  C61 1.264
63 N -27.0673 9.6617 9.6165  C61 1.274, C64 1.470, C65 1.450
64 C -27.1759 10.4443 10.8565  N63 1.470, H67 1.090, H68 1.090, H69 1.090
65 C -25.8619 9.8215 8.8265  N63 1.450, H70 1.090, H71 1.090, H72 1.090
66 H -28.9246 8.8725 9.8938  C61 1.101
67 H -26.6465 9.9757 11.6861  C64 1.090
68 H -28.2179 10.6655 11.0879  C64 1.090
69 H -26.6741 11.4107 10.8078  C64 1.090
70 H -25.1842 9.0949 9.2746  C65 1.090
71 H -26.0220 9.7679 7.7497  C65 1.090
72 H -25.6797 10.8924 8.9168  C65 1.090
73 C -19.1621 14.9250 20.4997  O74 1.221, N75 1.311, H78 1.101
74 O -18.3893 15.2141 21.3991  C73 1.221
75 N -20.4702 15.0108 20.5344  C73 1.311, C76 1.456, C77 1.509
76 C -21.2573 15.5287 21.6446  N75 1.456, H79 1.090, H80 1.090, H81 1.090
77 C -21.3013 14.4315 19.4160  N75 1.509, H82 1.090, H83 1.090, H84 1.090
78 H -18.7465 14.6207 19.5267  C73 1.101
79 H -21.8488 16.3884 21.3296  C76 1.090
80 H -20.6352 15.9441 22.4373  C76 1.090
81 H -21.9921 14.8011 21.9892  C76 1.090
82 H -21.9989 15.2207 19.1355  C77 1.090
83 H -20.8143 14.0916 18.5020  C77 1.090
84 H -21.8311 13.5145 19.6743  C77 1.090
85 C -18.3261 9.9589 14.3408  O86 1.209, N87 1.358, H90 1.101
86 O -18.2587 10.9955 14.9585  C85 1.209
87 N -18.1195 9.9396 12.9989  C85 1.358, C88 1.471, C89 1.451
88 C -18.1893 8.6554 12.2850  N87 1.471, H91 1.090, H92 1.090, H93 1.090
89 C -17.8574 11.1541 12.2500  N87 1.451, H94 1.090, H95 1.090, H96 1.090
90 H -18.6626 8.9983 14.7605  C85 1.101
91 H -18.1971 7.7354 12.8695  C88 1.090
92 H -17.3167 8.6106 11.6334  C88 1.090
93 H -19.0968 8.6011 11.6837  C88 1.090
94 H -16.7993 11.2342 12.0005  C89 1.090
95 H -18.4882 11.2184 11.3635  C89 1.090
96 H -18.0053 12.0300 12.8816  C89 1.090
97 O -28.1105 10.5241 19.9910  P98 1.479
98 P -27.4213 11.4645 20.9006  O97 1.479, N99 1.738, N102 1.772, N105 1.723
99 N -28.2981 11.7616 22.3712  P98 1.738, C100 1.483, C101 1.465
100 C -27.7105 12.5099 23.5092  N99 1.483, H108 1.090, H109 1.090, H110 1.090
101 C -29.1556 10.6371 22.7535  N99 1.465, H111 1.090, H112 1.090, H113 1.090
102 N -27.1369 13.0962 20.2696  P98 1.772, C103 1.468, C104 1.472
103 C -26.5113 13.1916 18.9447  N102 1.468, H114 1.090, H115 1.090, H116 1.090
104 C -28.0336 14.2123 20.6125  N102 1.472, H117 1.090, H118 1.090, H119 1.090
105 N -25.8642 10.9822 21.4592  P98 1.723, C106 1.525, C107 1.394
106 C -24.7730 11.8590 22.0645  N105 1.525, H120 1.090, H121 1.090, H122 1.090
107 C -25.5053 9.6353 21.4309  N105 1.394, H123 1.090, H124 1.090, H125 1.090
108 H -26.9472 13.2134 23.1767  C100 1.090
109 H -27.1683 11.8859 24.2196  C100 1.090
110 H -28.4424 13.1296 24.0273  C100 1.090
111 H -29.1328 10.3670 23.8093  C101 1.090
112 H -28.8839 9.6945 22.2783  C101 1.090
113 H -30.1221 11.0242 22.4309  C101 1.090
114 H -27.3390 13.3112 18.2456  C103 1.090
115 H -25.9189 14.1031 18.8649  C103 1.090
116 H -25.7458 12.4242 18.8305  C103 1.090
117 H -28.8939 14.1621 19.9451  C104 1.090
118 H -28.4070 13.9971 21.6137  C104 1.090
119 H -27.5506 15.1890 20.5808  C104 1.090
120 H -23.7059 11.7157 21.8943  C106 1.090
121 H -24.9448 12.8922 21.7628  C106 1.090
122 H -24.8027 11.9159 23.1526  C106 1.090
123 H -24.4788 9.5942 21.0666  C107 1.090
124 H -26.0828 8.9413 20.8202  C107 1.090
125 H -25.4308 9.2989 22.4650  C107 1.090
126 O -27.5175 13.8904 9.2765  P127 1.503
127 P -27.4740 15.2859 8.7197  O126 1.503, N128 1.750, N131 1.674, N134 1.717
128 N -28.9170 15.8026 7.8741  P127 1.750, C129 1.458, C130 1.488
129 C -29.1989 17.1752 7.4710  N128 1.458, H137 1.090, H138 1.090, H139 1.090
130 C -29.6879 14.7234 7.1996  N128 1.488, H140 1.090, H141 1.090, H142 1.090
131 N -26.3061 15.4779 7.5361  P127 1.674, C132 1.422, C133 1.466
132 C -25.8538 16.7304 7.0375  N131 1.422, H143 1.090, H144 1.090, H145 1.090
133 C -25.5179 14.3737 6.9796  N131 1.466, H146 1.090, H147 1.090, H148 1.090
134 N -27.0822 16.4373 9.9318  P127 1.717, C135 1.555, C136 1.458
135 C -25.6160 16.3811 10.4450  N134 1.555, H149 1.090, H150 1.090, H151 1.090
136 C -28.0523 16.9581 10.8876  N134 1.458, H152 1.090, H153 1.090, H154 1.090
137 H -30.1683 17.3676 7.0112  C129 1.090
138 H -28.5140 17.4327 6.6631  C129 1.090
139 H -29.0871 17.8555 8.3152  C129 1.090
140 H -30.0862 14.9958 6.2222  C130 1.090
141 H -30.5129 14.4618 7.8622  C130 1.090
142 H -28.9907 13.9035 7.0274  C130 1.090
143 H -24.8147 16.9943 7.2346  C132 1.090
144 H -26.0467 16.8982 5.9779  C132 1.090
145 H -26.4654 17.5024 7.5044  C132 1.090
146 H -25.3269 14.4931 5.9132  C133 1.090
147 H -24.5897 14.3074 7.5472  C133 1.090
148 H -26.0732 13.4482 7.1315  C133 1.090
149 H -24.9588 15.9198 9.7078  C135 1.090
150 H -25.2336 17.3518 10.7605  C135 1.090
151 H -25.5728 15.6321 11.2358  C135 1.090
152 H -27.7796 17.9948 11.0854  C136 1.090
153 H -28.0390 16.4284 11.8401  C136 1.090
154 H -29.0365 16.9275 10.4202  C136 1.090
155 O -19.1632 9.1756 6.3437  P156 1.464
156 P -20.4309 9.6405 6.9102  O155 1.464, N157 1.683, N160 1.732, N163 1.720
157 N -21.6307 9.7894 5.7398  P156 1.683, C158 1.431, C159 1.507
158 C -22.1666 8.6067 5.1379  N157 1.431, H166 1.090, H167 1.090, H168 1.090
159 C -21.4585 10.9506 4.7954  N157 1.507, H169 1.090, H170 1.090, H171 1.090
160 N -20.3036 11.1481 7.7526  P156 1.732, C161 1.443, C162 1.460
161 C -21.4545 11.8668 8.2430  N160 1.443, H172 1.090, H173 1.090, H174 1.090
162 C -19.0275 11.8470 7.8706  N160 1.460, H175 1.090, H176 1.090, H177 1.090
163 N -21.0859 8.5812 8.0963  P156 1.720, C164 1.497, C165 1.493
164 C -22.4986 8.6437 8.5878  N163 1.497, H178 1.090, H179 1.090, H180 1.090
165 C -20.1956 7.7892 8.9963  N163 1.493, H181 1.090, H182 1.090, H183 1.090
166 H -21.5275 8.2007 4.3538  C158 1.090
167 H -23.1775 8.7145 4.7447  C158 1.090
168 H -22.2156 7.8271 5.8982  C158 1.090
169 H -20.6911 10.6193 4.0958  C159 1.090
170 H -21.0715 11.8298 5.3105  C159 1.090
171 H -22.3537 11.0826 4.1877  C159 1.090
172 H -22.3491 11.2680 8.0723  C161 1.090
173 H -21.4398 12.0615 9.3153  C161 1.090
174 H -21.6182 12.8292 7.7582  C161 1.090
175 H -18.9214 12.6831 7.1794  C162 1.090
176 H -18.9726 12.3384 8.8420  C162 1.090
177 H -18.2292 11.1169 7.7373  C162 1.090
178 H -22.4790 9.3999 9.3726  C164 1.090
179 H -23.2699 9.0060 7.9081  C164 1.090
180 H -22.9386 7.7339 8.9962  C164 1.090
181 H -19.1765 8.1455 8.8460  C165 1.090
182 H -20.3417 6.7125 8.9091  C165 1.090
183 H -20.5337 7.9787 10.0151  C165 1.090
184 O -25.1008 11.7786 13.0961  P185 1.499
185 P -23.6161 11.9813 13.0419  O184 1.499, N186 1.739, N189 1.702, N192 1.698
186 N -23.1969 13.3715 12.0852  P185 1.739, C187 1.508, C188 1.424
187 C -23.3792 14.7491 12.6720  N186 1.508, H195 1.090, H196 1.090, H197 1.090
188 C -23.4800 13.3166 10.6909  N186 1.424, H198 1.090, H199 1.090, H200 1.090
189 N -22.7795 10.6479 12.3959  P185 1.702, C190 1.467, C191 1.407
190 C -23.3843 9.3150 12.2961  N189 1.467, H201 1.090, H202 1.090, H203 1.090
191 C -21.4154 10.7619 12.0712  N189 1.407, H204 1.090, H205 1.090, H206 1.090
192 N -22.9134 12.3710 14.5377  P185 1.698, C193 1.500, C194 1.451
193 C -21.4699 12.7260 14.7368  N192 1.500, H207 1.090, H208 1.090, H209 1.090
194 C -23.7110 12.4822 15.7442  N192 1.451, H210 1.090, H211 1.090, H212 1.090
195 H -23.0105 14.8227 13.6951  C187 1.090
196 H -24.4662 14.8295 12.6715  C187 1.090
197 H -23.0326 15.5320 11.9974  C187 1.090
198 H -24.4945 13.6925 10.5582  C188 1.090
199 H -23.4590 12.2842 10.3418  C188 1.090
200 H -22.8615 13.9254 10.0315  C188 1.090
201 H -22.6917 8.5700 12.6877  C190 1.090
202 H -24.3797 9.2583 12.7366  C190 1.090
203 H -23.4259 9.0982 11.2288  C190 1.090
204 H -21.2234 10.3423 11.0837  C191 1.090
205 H -21.1218 11.8093 12.1418  C191 1.090
206 H -20.7859 10.2410 12.7926  C191 1.090
207 H -21.2853 13.2996 15.6452  C193 1.090
208 H -20.8053 11.8749 14.5887  C193 1.090
209 H -21.0509 13.2296 13.8656  C193 1.090
210 H -23.4752 13.3984 16.2855  C194 1.090
211 H -23.5578 11.5745 16.3281  C194 1.090
212 H -24.7401 12.6522 15.4278  C194 1.090
213 C -21.3089 16.3507 8.9862  C214 1.591, H224 1.090, H225 1.090, H226 1.090
214 C -19.7484 16.5312 9.2379  C213 1.591, C215 1.558, N219 1.484, C223 1.578
215 C -19.3280 18.0311 9.2475  C214 1.558, C216 1.536, H227 1.090, H228 1.090
216 C -19.5867 18.7220 10.5951  C215 1.536, C217 1.530, H229 1.090, H230 1.090
217 C -18.8696 18.0118 11.7449  C216 1.530, C218 1.621, H231 1.090, H232 1.090
218 C -19.2424 16.4352 11.7881  C217 1.621, N219 1.445, C221 1.574, C222 1.548
219 N -19.2902 15.8439 10.4705  C214 1.484, C218 1.445, O220 1.334
220 O -19.4693 14.5221 10.4498  N219 1.334, H242 0.960
221 C -18.0695 15.7447 12.5788  C218 1.574, H233 1.090, H234 1.090, H235 1.090
222 C -20.5434 16.2885 12.6147  C218 1.548, H236 1.090, H237 1.090, H238 1.090
223 C -18.9575 15.9867 7.9862  C214 1.578, H239 1.090, H240 1.090, H241 1.090
224 H -21.6751 15.3338 8.8453  C213 1.090
225 H -21.6254 16.8707 8.0820  C213 1.090
226 H -21.7890 16.8342 9.8370  C213 1.090
227 H -18.3340 18.2354 8.8496  C215 1.090
228 H -20.0220 18.6049 8.6335  C215 1.090
229 H -20.6467 18.7502 10.8472  C216 1.090
230 H -19.3297 19.7809 10.5664  C216 1.090
231 H -19.1889 18.4201 12.7037  C217 1.090
232 H -17.8104 18.2688 11.7547  C217 1.090
233 H -17.5300 16.3127 13.3368  C221 1.090
234 H -18.2791 14.7579 12.9915  C221 1.090
235 H -17.3552 15.5222 11.7861  C221 1.090
236 H -20.7555 15.2207 12.6682  C222 1.090
237 H -20.4881 16.5147 13.6795  C222 1.090
238 H -21.3441 16.8250 12.1056  C222 1.090
239 H -18.8868 16.6486 7.1231  C223 1.090
240 H -19.3595 15.0470 7.6075  C223 1.090
241 H -17.9187 15.8441 8.2843  C223 1.090
242 H -18.5815 14.1612 10.3932  O220 0.960
243 C -15.6723 11.3068 17.8515  C244 1.551, H254 1.090, H255 1.090, H256 1.090
244 C -16.5142 12.2544 18.7455  C243 1.551, C245 1.539, N249 1.497, C253 1.542
245 C -15.6850 13.2264 19.6037  C244 1.539, C246 1.526, H257 1.090, H258 1.090
246 C -15.0879 14.4191 18.8613  C245 1.526, C247 1.505, H259 1.090, H260 1.090
247 C -16.0950 15.1685 18.0316  C246 1.505, C248 1.507, H261 1.090, H262 1.090
248 C -17.0493 14.3634 17.1867  C247 1.507, N249 1.548, C251 1.610, C252 1.549
249 N -17.4804 13.1150 17.9933  C244 1.497, C248 1.548, O250 1.434
250 O -18.5789 12.4515 17.3539  N249 1.434, H272 0.960
251 C -18.2761 15.3070 16.7423  C248 1.610, H263 1.090, H264 1.090, H265 1.090
252 C -16.3252 13.9080 15.8947  C248 1.549, H266 1.090, H267 1.090, H268 1.090
253 C -17.3022 11.3934 19.7532  C244 1.542, H269 1.090, H270 1.090, H271 1.090
254 H -16.2415 10.6784 17.1665  C243 1.090
255 H -14.9808 11.8715 17.2262  C243 1.090
256 H -15.0825 10.6054 18.4416  C243 1.090
257 H -16.3086 13.5025 20.4541  C245 1.090
258 H -14.8289 12.7050 20.0318  C245 1.090
259 H -14.5526 15.0767 19.5462  C246 1.090
260 H -14.2036 14.1626 18.2780  C246 1.090
261 H -15.5738 15.8815 17.3929  C247 1.090
262 H -16.6700 15.6707 18.8097  C247 1.090
263 H -18.7833 14.7503 15.9543  C251 1.090
264 H -17.9042 16.2817 16.4264  C251 1.090
265 H -19.0825 15.6048 17.4125  C251 1.090
266 H -16.7056 12.9480 15.5458  C252 1.090
267 H -15.2708 13.7118 16.0890  C252 1.090
268 H -16.3449 14.6105 15.0615  C252 1.090
269 H -16.6875 10.7016 20.3290  C253 1.090
270 H -17.8829 11.9029 20.5222  C253 1.090
271 H -17.9932 10.6869 19.2935  C253 1.090
272 H -18.1570 11.8621 16.7243  O250 0.960
273 C -28.4604 6.3884 16.1847  C274 1.539, H284 1.090, H285 1.090, H286 1.090
274 C -27.4376 7.0933 17.0926  C273 1.539, C275 1.549, N279 1.469, C283 1.528
275 C -26.0238 6.8151 16.5248  C274 1.549, C276 1.550, H287 1.090, H288 1.090
276 C -25.6589 7.6164 15.2491  C275 1.550, C277 1.508, H289 1.090, H290 1.090
277 C -25.8877 9.0937 15.4505  C276 1.508, C278 1.518, H291 1.090, H292 1.090
278 C -27.2641 9.4340 15.9937  C277 1.518, N279 1.502, C281 1.505, C282 1.582
279 N -27.5694 8.5537 17.1714  C274 1.469, C278 1.502, O280 1.366
280 O -28.6659 9.0356 17.8272  N279 1.366, H302 0.960
281 C -27.1757 10.8708 16.4341  C278 1.505, H293 1.090, H294 1.090, H295 1.090
282 C -28.2126 9.3008 14.7346  C278 1.582, H296 1.090, H297 1.090, H298 1.090
283 C -27.4153 6.4075 18.4576  C274 1.528, H299 1.090, H300 1.090, H301 1.090
284 H -29.4890 6.6197 16.4615  C273 1.090
285 H -28.5022 5.3161 16.3757  C273 1.090
286 H -28.3565 6.4739 15.1030  C273 1.090
287 H -25.3508 7.1399 17.3183  C275 1.090
288 H -25.7801 5.7984 16.2165  C275 1.090
289 H -26.2216 7.1336 14.4502  C276 1.090
290 H -24.6826 7.3317 14.8566  C276 1.090
291 H -25.9062 9.6655 14.5226  C277 1.090
292 H -25.0834 9.4769 16.0784  C277 1.090
293 H -26.8698 11.5434 15.6327  C281 1.090
294 H -28.1058 11.2610 16.8474  C281 1.090
295 H -26.4571 10.9277 17.2516  C281 1.090
296 H -29.2358 9.2248 15.1026  C282 1.090
297 H -28.1055 10.0789 13.9787  C282 1.090
298 H -28.0669 8.3770 14.1748  C282 1.090
299 H -28.4552 6.1964 18.7070  C283 1.090
300 H -26.9685 7.0951 19.1758  C283 1.090
301 H -26.7924 5.5130 18.4509  C283 1.090
302 H -28.3100 9.2198 18.6995  O280 0.960
303 C -22.5172 17.5119 17.2637  C304 1.564, H314 1.090, H315 1.090, H316 1.090
304 C -24.0777 17.5753 17.3408  C303 1.564, C305 1.508, N309 1.492, C313 1.529
305 C -24.4873 18.9737 17.7282  C304 1.508, C306 1.537, H317 1.090, H318 1.090
306 C -24.2246 20.0115 16.6258  C305 1.537, C307 1.536, H319 1.090, H320 1.090
307 C -24.9124 19.5518 15.3321  C306 1.536, C308 1.600, H321 1.090, H322 1.090
308 C -24.6404 18.0416 14.8803  C307 1.600, N309 1.475, C311 1.608, C312 1.530
309 N -24.7795 17.1944 16.0801  C304 1.492, C308 1.475, O310 1.379
310 O -24.8626 15.8418 15.8225  N309 1.379, H332 0.960
311 C -25.7096 17.7146 13.7248  C308 1.608, H323 1.090, H324 1.090, H325 1.090
312 C -23.2286 17.9565 14.2975  C308 1.530, H326 1.090, H327 1.090, H328 1.090
313 C -24.6299 16.6535 18.4280  C304 1.529, H329 1.090, H330 1.090, H331 1.090
314 H -21.9631 18.3689 16.8808  C303 1.090
315 H -22.1832 16.7358 16.5751  C303 1.090
316 H -21.9644 17.2927 18.1772  C303 1.090
317 H -25.5629 19.0240 17.8978  C305 1.090
318 H -23.9166 19.3109 18.5934  C305 1.090
319 H -23.1769 20.2710 16.4737  C306 1.090
320 H -24.7194 20.9453 16.8928  C306 1.090
321 H -24.7145 20.2432 14.5130  C307 1.090
322 H -25.9794 19.6746 15.5178  C307 1.090
323 H -25.6704 16.6551 13.4717  C311 1.090
324 H -26.6819 17.9351 14.1654  C311 1.090
325 H -25.5725 18.3009 12.8162  C311 1.090
326 H -22.7124 16.9974 14.3396  C312 1.090
327 H -23.1998 18.4253 13.3139  C312 1.090
328 H -22.4403 18.5369 14.7770  C312 1.090
329 H -24.3059 15.6349 18.2141  C313 1.090
330 H -25.7137 16.6819 18.5403  C313 1.090
331 H -24.1503 16.8006 19.3957  C313 1.090
332 H -25.8027 15.7595 15.9986  O310 0.960

Mulliken atomic charge list, values in e, 2 entries:
1. C -0.22
2. O -0.74